1.
Entry from OMol25: the molecule C7H12 at a distorted geometry (ωB97M-V/def2-TZVPD).

XYZ file:
```
19
Properties=species:S:1:pos:R:3:forces:R:3
C 1.93711 -0.36235 -0.17047 0.24 0.21 0.14
C 0.61267 -1.04894 -0.52566 -0.14 0.33 -0.98
C 0.00214 -1.46506 0.70881 0.40 -1.27 1.36
C -0.84456 -0.49944 1.37681 0.25 0.65 -0.39
C -0.91882 0.96652 0.93762 0.01 0.24 0.01
C -0.69120 1.15456 -0.58190 0.09 0.07 -0.04
C -0.39468 -0.17362 -1.27545 -0.64 -0.28 -0.35
H 2.61588 -1.06466 0.31960 -0.09 0.08 -0.05
H 2.41054 -0.00508 -1.08661 -0.02 -0.04 0.00
H 1.80602 0.49940 0.48857 -0.03 -0.07 -0.01
H 0.87026 -1.92562 -1.12940 0.00 0.07 -0.03
H -1.32898 -0.77577 -1.33268 0.36 0.34 -0.03
H -1.77911 -1.03195 1.20024 -0.61 -0.21 -0.12
H -0.73453 -0.61081 2.44111 -0.03 -0.03 0.63
H -1.88380 1.38695 1.24112 0.12 -0.03 -0.04
H -0.16417 1.52750 1.49921 -0.07 -0.05 -0.08
H 0.14541 1.84358 -0.74954 -0.12 -0.10 0.04
H -1.56475 1.62408 -1.04905 0.14 -0.11 0.07
H -0.09543 -0.03927 -2.31233 0.14 0.21 -0.13
```
Positions in Å, forces in eV/Å.

Values from the calculation:
* orbital gap: 8.11 eV
* HOMO level: -7.52 eV
* largest force on an atom: 1.90 eV/Å
* E_LUMO: 0.59 eV

2.
Entry from OMol25: a structure of composition C42H39AuO4P2 (ωB97M-V/def2-TZVPD).

XYZ file:
```
88
Properties=species:S:1:pos:R:3:forces:R:3
Au -0.43443 -0.10956 0.28135 0.04 -0.69 0.03
C -6.28080 -4.87417 2.56680 0.06 -0.02 0.03
O -5.11262 -4.11743 2.89930 0.00 0.07 -0.11
C -4.24448 -3.80049 1.93211 -0.16 -0.15 0.13
C -4.36428 -4.28099 0.60052 0.07 0.05 0.00
C -3.42823 -3.91007 -0.31292 0.01 -0.02 0.02
C -2.34462 -3.03900 0.00180 -0.08 -0.06 -0.25
C -1.45337 -2.66806 -1.03124 -0.06 0.00 0.05
C -1.30680 -3.47102 -2.29621 -0.02 0.02 -0.03
O -0.66190 -1.66040 -1.04969 0.06 0.14 0.15
C -2.22630 -2.57099 1.36731 0.24 0.15 -0.02
O -1.23721 -1.84102 1.74238 -0.25 0.18 0.04
C -3.19954 -2.98021 2.29434 0.03 -0.02 0.06
H -6.90011 -4.86081 3.45697 0.01 -0.02 0.01
H -6.01624 -5.90260 2.31970 0.00 0.00 -0.01
H -6.82318 -4.41553 1.74072 -0.01 0.02 0.01
H -5.17319 -4.93073 0.30775 -0.03 0.02 0.01
H -3.55897 -4.25530 -1.32777 0.03 -0.01 0.02
H -1.91544 -4.36515 -2.33037 0.03 -0.01 0.00
H -0.25799 -3.76352 -2.36808 0.00 0.00 0.00
H -1.51952 -2.83934 -3.15865 -0.02 0.01 0.01
H -3.10738 -2.65646 3.32231 -0.02 0.02 -0.01
C -2.23170 1.37396 2.55884 0.02 0.03 0.01
C -0.94681 2.06721 2.25709 0.04 0.10 0.03
O -0.20605 1.69061 1.32496 -0.02 -0.10 0.06
C -0.49687 3.21358 3.05691 -0.07 -0.13 -0.09
C -1.13937 3.54300 4.25035 -0.02 0.06 0.09
C -0.68654 4.61104 5.00851 -0.01 -0.04 -0.03
C 0.39341 5.36119 4.56627 0.02 0.02 -0.01
C 1.03364 5.04363 3.37070 -0.01 -0.02 0.01
C 0.59498 3.97108 2.61897 0.04 0.05 0.01
H -2.50749 0.69286 1.75641 0.01 -0.01 0.00
H -3.02991 2.09648 2.72318 0.01 0.00 0.02
H -2.11566 0.78278 3.47112 0.00 0.00 -0.01
H -1.98634 2.96693 4.59834 0.01 0.01 -0.01
H -1.18054 4.86266 5.93669 0.00 0.01 -0.01
H 0.73086 6.20894 5.14807 0.01 -0.01 0.00
H 1.86204 5.64756 3.02488 -0.02 0.01 -0.01
H 1.06349 3.73181 1.67319 0.00 0.00 0.01
C 2.50489 0.08232 2.13397 -0.01 -0.20 -0.10
P 1.76542 -1.17582 0.98114 0.08 0.56 -0.11
C 2.18669 -2.71266 1.82622 0.01 -0.19 -0.09
C 1.35037 -3.19825 2.83074 0.03 0.03 -0.01
C 1.72676 -4.32740 3.54403 -0.02 0.00 0.01
C 2.91791 -4.97860 3.25179 -0.01 -0.01 0.01
C 3.74865 -4.50126 2.24716 -0.04 0.05 -0.01
C 3.38703 -3.36994 1.52993 0.02 -0.01 0.07
C 2.76656 -1.08538 -0.51261 0.08 0.02 -0.06
C 3.39884 0.10244 -0.88530 0.04 -0.04 0.01
C 4.05142 0.19332 -2.10707 -0.02 -0.01 0.04
C 4.05999 -0.89284 -2.96842 0.01 -0.02 -0.02
C 3.42072 -2.07362 -2.60955 0.00 0.00 -0.01
C 2.76945 -2.17115 -1.39175 -0.01 0.04 0.01
P 4.26387 -0.20562 2.40465 -0.07 0.07 0.10
C 4.54701 -0.84162 4.04399 0.05 -0.10 -0.08
C 3.97045 -0.14744 5.11167 0.04 -0.12 0.11
C 4.23241 -0.57375 6.40241 -0.03 0.03 0.00
C 5.04742 -1.67870 6.62192 0.00 0.00 0.00
C 5.60990 -2.36636 5.55599 -0.02 0.02 -0.02
C 5.36284 -1.94922 4.25656 0.02 0.01 0.09
C 5.20531 1.25063 2.03014 0.04 0.00 -0.10
C 4.66607 2.50476 2.33795 0.10 0.06 -0.09
C 5.43231 3.63524 2.11074 -0.03 0.02 0.01
C 6.70461 3.52052 1.56209 -0.01 0.00 0.00
C 7.22897 2.27442 1.24337 -0.04 0.00 0.01
C 6.48145 1.13198 1.47744 0.05 0.04 0.07
H 1.99333 -0.06727 3.08776 -0.08 0.09 -0.01
H 2.32247 1.08822 1.75676 -0.04 0.01 0.03
H 0.40452 -2.70675 3.02573 -0.03 -0.02 -0.02
H 1.07533 -4.71191 4.31753 0.01 0.00 0.00
H 3.19220 -5.87226 3.79709 0.00 0.02 0.01
H 4.67133 -5.01596 2.01144 -0.02 0.00 -0.01
H 4.03141 -3.01453 0.73531 -0.01 -0.01 0.00
H 3.38042 0.97200 -0.23831 0.00 0.01 -0.02
H 4.54610 1.11389 -2.38707 -0.02 0.00 0.00
H 4.55711 -0.81812 -3.92629 0.01 -0.01 0.01
H 3.42917 -2.91908 -3.28445 -0.01 0.00 0.00
H 2.26665 -3.09212 -1.12118 -0.01 0.00 -0.01
H 3.33862 0.71819 4.94912 0.01 0.00 -0.01
H 3.79972 -0.04144 7.23876 0.01 -0.01 0.01
H 5.24387 -2.00333 7.63498 0.00 0.00 -0.01
H 6.24183 -3.22559 5.73450 0.00 0.00 0.00
H 5.79709 -2.48418 3.42258 0.00 0.01 -0.02
H 3.67652 2.60489 2.76889 0.01 -0.01 0.00
H 5.03677 4.61009 2.36285 0.01 0.00 -0.01
H 7.29012 4.41201 1.38111 0.00 -0.01 0.00
H 8.21818 2.19308 0.81437 -0.01 0.00 0.00
H 6.88769 0.15907 1.22954 -0.01 0.00 0.01
```
Positions in Å, forces in eV/Å.

Values from the calculation:
* orbital gap (spin up / spin down): 7.06 / 4.06 eV
* HOMO level (spin up / spin down): -12.37 / -12.08 eV
* 2S+1: 3
* largest force on an atom: 0.69 eV/Å
* E_LUMO (spin up / spin down): -5.32 / -8.02 eV
* charge: +2

3.
Entry from OMol25: a cluster of 13 separate species, H28NO12 in total at a distorted geometry (ωB97M-V/def2-TZVPD).

XYZ file:
```
41
Properties=species:S:1:pos:R:3:forces:R:3
N -55.04897 -37.14928 26.46695 -4.91 -1.12 -0.14
H -54.17163 -36.94019 26.69998 4.82 0.70 1.45
H -55.08206 -37.75374 25.64533 -0.19 -0.58 0.41
H -55.41943 -36.28949 26.13800 -0.65 1.40 -0.46
H -55.63794 -37.41900 27.30667 0.60 -0.32 -1.08
O -53.41756 -39.86016 25.82163 -1.12 -0.53 -1.31
H -53.02077 -39.04804 25.54751 0.58 1.01 -0.67
H -53.16669 -39.94237 26.70925 0.45 -0.57 1.78
O -54.53309 -34.99435 29.78008 -0.02 -0.22 -0.36
H -54.19971 -34.91425 28.85857 -0.03 0.19 0.59
H -53.80303 -34.88254 30.39415 0.13 0.17 -0.19
O -53.67519 -34.99437 24.54591 0.03 1.81 1.09
H -53.28683 -35.81194 24.26716 -0.64 -0.55 -0.75
H -54.53874 -34.74854 24.17940 0.13 -0.51 -0.15
O -56.80178 -38.03156 23.87724 -1.83 -3.28 -1.80
H -56.47248 -38.86015 23.38492 0.16 1.86 1.06
H -57.77616 -38.30288 23.70075 1.86 1.42 0.89
O -53.02351 -37.44468 24.32845 3.54 1.11 1.66
H -53.23629 -37.92911 23.55227 0.29 -0.61 -1.40
H -52.00532 -37.14418 24.35003 -3.10 -1.47 -0.27
O -50.92174 -36.88933 26.69579 -1.27 0.48 -3.88
H -50.13103 -36.51732 26.98121 1.74 0.50 1.47
H -51.46391 -37.38555 27.25457 -0.50 -0.90 2.24
O -58.04304 -37.13095 28.07117 -1.87 -0.02 -2.61
H -57.38565 -36.78371 28.60742 1.67 1.13 1.96
H -57.98333 -38.05108 28.27185 -0.11 -1.10 0.23
O -52.69868 -38.22188 28.47893 -0.21 0.82 0.30
H -52.48859 -38.19631 29.41627 0.03 0.62 0.32
H -52.60338 -39.14295 28.33066 0.18 -1.46 -0.47
O -56.24010 -37.15031 29.95075 -2.74 0.79 -2.30
H -55.82725 -37.81137 30.38748 1.57 -3.84 2.08
H -55.72067 -36.43541 30.19077 1.62 3.13 0.44
O -56.33661 -34.27634 24.47794 2.17 2.45 -1.59
H -56.97729 -34.70979 24.96460 -2.30 -1.04 1.51
H -56.44855 -33.29875 24.57970 -0.07 -1.37 0.04
O -56.48432 -39.72033 28.21924 1.46 3.58 5.49
H -55.71852 -40.11357 28.65234 -0.28 -0.10 -0.14
H -56.64212 -40.16121 27.48566 -1.13 -3.53 -5.48
O -53.67766 -34.25779 27.14649 -0.30 0.72 3.18
H -52.91881 -33.75563 27.47763 -0.28 -0.07 -0.17
H -53.46108 -34.51359 26.28595 0.53 -0.67 -2.96
```
Positions in Å, forces in eV/Å.

Values from the calculation:
* orbital gap: 10.38 eV
* HOMO level: -13.53 eV
* largest force on an atom: 6.71 eV/Å
* E_LUMO: -3.15 eV
* charge: +1

4.
Entry from OMol25: a cluster of 9 separate species, C55H48INO33P in total (ωB97M-V/def2-TZVPD).

XYZ file:
```
139
Properties=species:S:1:pos:R:3:forces:R:3
C 1.79494 5.55952 3.45493 -0.10 0.04 -0.24
C 1.18930 5.55606 2.05043 -0.23 0.27 0.55
P -0.26785 4.49388 1.76311 0.01 -0.15 -0.49
C 0.21470 2.93817 2.55942 -0.26 0.16 -0.01
N -1.37466 5.30318 3.05035 -0.05 -0.13 0.24
C -1.75886 4.48518 4.25740 -0.17 0.26 0.11
C -3.04774 5.04994 4.85018 -0.23 -0.11 -0.05
O -3.03632 6.45986 4.75155 0.22 0.07 0.04
C -3.14754 6.90604 3.42370 0.20 0.04 0.17
I -5.14035 7.43678 2.90672 -0.24 -0.04 -0.11
C -2.61388 5.87889 2.43523 0.01 0.18 0.05
H 2.14146 4.57324 3.74809 0.10 -0.04 0.05
H 2.63532 6.24719 3.47753 0.12 -0.03 0.07
H 1.07758 5.91275 4.19917 -0.01 -0.02 0.12
H 0.84291 6.56690 1.81287 0.14 0.07 -0.25
H 1.92876 5.28244 1.29830 0.04 -0.04 -0.09
H -0.52728 2.17835 2.32712 -0.02 -0.11 0.07
H 1.12712 2.64704 2.03605 0.08 -0.08 0.03
H 0.39257 2.98251 3.62929 0.16 -0.02 0.04
H -0.85595 6.10323 3.41680 0.12 -0.04 -0.02
H -1.90150 3.44577 3.97949 0.09 -0.06 -0.12
H -0.94070 4.57554 4.96561 0.09 -0.13 0.03
H -3.93140 4.64710 4.35041 -0.05 -0.04 -0.04
H -3.12477 4.77923 5.89800 0.05 0.08 0.11
H -2.55754 7.81815 3.36683 -0.17 0.18 -0.02
H -3.30329 5.06379 2.24008 -0.02 -0.07 -0.06
H -2.37070 6.36558 1.49606 0.06 -0.04 -0.10
C 1.21372 -1.17086 0.25878 -0.06 0.10 0.01
C 1.15187 -2.51226 0.36066 0.17 0.06 -0.13
C 1.79723 -3.26837 1.51072 -0.08 0.07 -0.25
O 1.62344 -4.46860 1.47674 0.26 -0.18 0.47
C 2.54178 -2.53342 2.50711 -0.02 -0.12 0.06
C 2.61259 -1.20140 2.38754 0.03 -0.02 -0.04
C 1.93430 -0.44392 1.26422 -0.09 -0.02 -0.16
O 2.05244 0.77748 1.28725 0.08 -0.02 0.08
O 3.27150 -0.41993 3.23077 0.04 0.00 0.09
O 0.57049 -3.29609 -0.51351 -0.22 -0.01 0.16
H 0.76321 -0.62281 -0.55688 0.01 -0.03 -0.02
H 3.01796 -3.07879 3.30968 0.01 0.03 0.01
H 3.17210 0.48908 2.88792 -0.02 0.00 -0.05
H 0.70961 -4.23000 -0.22083 0.00 -0.04 -0.12
C 2.87544 -2.35975 -5.00261 0.10 -0.06 0.11
C 2.46649 -2.04800 -6.24172 -0.13 -0.06 0.06
C 1.01029 -2.14837 -6.65352 -0.11 -0.03 0.12
O 0.74604 -1.83797 -7.80070 0.05 0.00 -0.04
C 0.03719 -2.58927 -5.67424 -0.10 0.02 -0.07
C 0.44876 -2.88925 -4.43495 -0.03 -0.01 0.01
C 1.89993 -2.79636 -4.03171 0.19 0.04 -0.14
O 2.15783 -3.10800 -2.87898 0.15 0.11 0.07
O -0.35544 -3.28714 -3.46010 -0.05 0.02 -0.04
O 3.26646 -1.63537 -7.20800 0.06 0.01 -0.01
H 3.90391 -2.30199 -4.68046 0.03 0.07 -0.09
H -0.99555 -2.66444 -5.97940 0.00 0.02 -0.01
H 0.20011 -3.40253 -2.66063 0.02 -0.01 0.03
H 2.69719 -1.48818 -7.98986 -0.04 -0.01 0.00
C -5.02652 -5.48891 -9.06208 0.01 0.02 -0.07
C -5.40168 -6.02104 -7.88848 0.01 0.05 -0.01
C -4.62101 -5.78851 -6.61221 0.08 0.11 -0.02
O -5.07605 -6.31163 -5.60739 0.11 -0.08 -0.03
C -3.42588 -4.98508 -6.65358 0.02 -0.04 0.10
C -3.04948 -4.45481 -7.82805 -0.04 -0.05 0.02
C -3.83750 -4.66723 -9.10722 -0.10 -0.08 -0.03
O -3.40133 -4.12163 -10.10318 0.05 0.03 0.02
O -1.97364 -3.70798 -7.97814 0.08 0.07 0.00
O -6.46808 -6.78182 -7.72742 -0.06 -0.04 -0.01
H -5.57680 -5.64728 -9.97838 -0.02 -0.01 0.01
H -2.87131 -4.83835 -5.73671 0.02 0.01 -0.01
H -1.93325 -3.44429 -8.92068 -0.05 -0.03 0.00
H -6.50544 -7.02138 -6.77838 0.02 0.01 0.01
C 6.74000 6.63607 2.71962 -0.03 -0.09 -0.01
C 7.54883 7.63933 3.10444 -0.05 -0.01 -0.02
C 7.17327 9.09902 2.92280 -0.12 0.05 -0.06
O 7.97362 9.91801 3.32537 0.06 -0.02 0.02
C 5.90824 9.41987 2.29003 0.03 0.07 0.03
C 5.11350 8.41544 1.90269 0.05 0.01 -0.02
C 5.47784 6.96111 2.11136 0.13 -0.06 0.06
O 4.64881 6.13787 1.74440 -0.13 0.04 -0.02
O 3.93774 8.58166 1.30910 -0.07 0.05 0.00
O 8.72128 7.45957 3.67160 0.06 -0.05 0.03
H 6.99880 5.59508 2.85008 0.03 0.01 0.01
H 5.65356 10.46034 2.14755 -0.01 -0.01 -0.01
H 3.61590 7.67855 1.11908 0.04 -0.03 -0.01
H 9.08819 8.35014 3.84832 -0.02 0.03 -0.01
C 7.40467 -1.88822 -2.42442 -0.02 0.05 -0.07
C 8.29152 -2.22412 -1.47301 -0.06 0.01 -0.01
C 7.86768 -2.71142 -0.09964 -0.18 -0.02 0.06
O 8.76240 -2.99362 0.67412 0.08 0.02 0.00
C 6.45492 -2.81688 0.19977 0.09 0.02 0.10
C 5.57219 -2.48770 -0.75302 -0.03 -0.11 -0.03
C 5.99978 -1.99158 -2.12145 -0.06 0.00 0.12
O 5.08676 -1.70388 -2.87665 0.15 0.06 -0.13
O 4.25843 -2.57023 -0.61159 -0.03 0.02 0.01
O 9.59862 -2.16195 -1.63026 0.08 0.02 -0.05
H 7.69967 -1.53283 -3.40137 0.03 -0.02 0.00
H 6.16231 -3.17228 1.17787 -0.02 -0.01 -0.02
H 3.86796 -2.34828 -1.48798 -0.07 -0.07 0.00
H 9.99355 -2.46736 -0.78825 -0.03 -0.01 0.03
C -4.41283 -7.98861 -0.89052 0.06 0.00 0.06
C -4.83317 -7.78874 -2.15147 -0.03 -0.05 0.01
C -6.26955 -8.06497 -2.56886 0.00 0.01 0.05
O -6.56198 -7.83826 -3.72532 -0.01 -0.08 -0.02
C -7.19554 -8.57326 -1.57568 -0.02 0.01 -0.03
C -6.76539 -8.77184 -0.32218 0.00 0.01 -0.05
C -5.34198 -8.47908 0.09823 0.08 0.03 -0.05
O -5.06883 -8.68118 1.26936 -0.03 -0.02 0.02
O -7.52369 -9.23116 0.65946 -0.08 -0.02 0.04
O -4.03490 -7.34344 -3.10228 0.11 0.01 -0.07
H -3.39568 -7.79454 -0.58083 0.02 0.02 -0.03
H -8.21121 -8.77770 -1.88297 0.00 0.00 0.01
H -6.94749 -9.26977 1.44936 0.03 0.01 -0.01
H -4.52440 -7.23404 -3.94518 -0.21 0.09 0.10
C -5.79602 10.24173 7.61086 -0.05 0.02 0.06
C -4.88048 9.71980 6.78441 -0.03 0.01 0.00
C -4.39278 10.44812 5.54893 -0.08 0.10 0.00
O -3.54511 9.87098 4.88343 0.13 -0.13 -0.07
C -4.94760 11.73746 5.23044 0.08 -0.02 -0.07
C -5.86857 12.26508 6.05526 0.02 -0.03 0.00
C -6.34204 11.54891 7.30696 0.04 -0.13 0.05
O -7.16839 12.12975 7.98174 -0.02 0.05 -0.02
O -6.44095 13.43457 5.86546 0.00 0.06 -0.04
O -4.31890 8.53098 6.95556 0.00 -0.02 0.03
H -6.14837 9.73065 8.49535 0.02 -0.01 0.00
H -4.60321 12.24311 4.33969 -0.01 0.03 0.01
H -7.05798 13.56795 6.61418 0.00 -0.03 0.03
H -3.70066 8.41535 6.20658 0.00 -0.03 -0.02
C 0.01445 -7.87515 -1.99008 0.00 0.17 0.01
C -0.07614 -9.20954 -2.12279 -0.01 0.01 0.01
C 0.57963 -10.17209 -1.14791 0.09 0.02 0.14
O 0.41148 -11.35609 -1.37019 -0.03 -0.01 -0.06
C 1.34218 -9.63530 -0.04359 0.01 -0.09 -0.01
C 1.43484 -8.30355 0.08755 -0.03 0.00 0.02
C 0.76988 -7.34740 -0.88360 0.03 -0.16 -0.04
O 0.94054 -6.16238 -0.64321 -0.17 0.17 -0.21
O 2.09331 -7.69896 1.06021 0.00 0.00 0.02
O -0.73058 -9.81083 -3.09377 -0.05 0.02 -0.06
H -0.44842 -7.18509 -2.68176 -0.03 -0.03 0.00
H 1.80935 -10.32638 0.64313 0.00 0.02 0.02
H 1.97239 -6.73427 0.93241 0.00 0.00 0.02
H -0.63042 -10.77275 -2.93482 0.02 -0.01 0.04
```
Positions in Å, forces in eV/Å.

Values from the calculation:
* orbital gap: 7.17 eV
* HOMO level: -10.54 eV
* largest force on an atom: 0.65 eV/Å
* E_LUMO: -3.37 eV
* charge: +1